[1]
19
Properties=species:S:1:pos:R:3:mulliken_charge:R:1 method="wB97M-V/def2-TZVPD" homo_energy_ev="-12.754 / -13.067" relative_energy_kcal_mol=93.9 orbital_gap_ev="8.5673 / 9.1548" total_charge=+1 spin_multiplicity=1
C 0.6564 0.2247 1.4564 -0.49
C 0.1045 1.1702 0.7724 0.59
C -0.7402 0.8996 -0.4643 -0.67
C -0.4207 -1.5902 -0.2046 -0.32
C 0.1827 2.6355 1.1237 -1.35
C 0.5840 -2.6459 -0.4525 -1.06
N -0.4442 -0.4361 -1.0955 -0.12
H 1.2517 -0.0770 2.2766 0.41
H -1.7963 0.9310 -0.1819 0.33
H -0.5646 1.6774 -1.2096 0.45
H -1.3622 -1.8081 0.2697 0.41
H -0.8104 3.0063 1.3705 0.34
H 0.5656 3.2006 0.2778 0.35
H 0.8316 2.7885 1.9793 0.37
H 1.4515 -2.2472 -0.9773 0.33
H 0.1715 -3.4836 -1.0261 0.35
H 0.9207 -3.0724 0.4912 0.31
H -1.1442 -0.5574 -1.8451 0.36
H 0.4863 -0.3850 -1.5336 0.42


[2]
14
Properties=species:S:1:pos:R:3:mulliken_charge:R:1 method="wB97M-V/def2-TZVPD" homo_energy_ev=-9.763 relative_energy_kcal_mol=67.0 orbital_gap_ev=10.6457 total_charge=0 spin_multiplicity=1
O 0.7791 1.1983 -1.5846 -0.56
C -0.2759 0.9909 -0.6873 -0.25
C -1.0287 -0.3192 -0.6377 -0.24
C -0.2657 -1.2404 0.2527 0.00
C 0.9413 -0.5141 0.8228 -0.93
C 0.0059 0.6939 0.8014 0.08
N -1.2081 -0.2472 0.8339 -0.62
H 1.2586 0.3678 -1.6908 0.34
H -0.9575 1.8360 -0.8064 0.40
H -1.8632 -0.6492 -1.2468 0.40
H -0.4712 -2.3069 0.2806 0.40
H 1.8928 -0.4593 0.2801 0.22
H 1.1152 -0.8485 1.8487 0.30
H 0.0775 1.4978 1.5335 0.46


[3]
37
Properties=species:S:1:pos:R:3:mulliken_spin:R:1 method="wB97M-V/def2-TZVPD" homo_energy_ev="-20.316 / -20.970" relative_energy_kcal_mol=0.0 orbital_gap_ev="6.7336 / 5.8277" total_charge=+3 spin_multiplicity=3
C 0.7093 -0.6312 2.1024 0.07
C -0.4206 -0.8867 1.1168 0.06
H 0.3073 -0.5425 3.1141 0.00
H 1.2694 0.2748 1.8367 0.00
H 1.3894 -1.4923 2.0609 0.00
O -1.5817 -1.1041 1.4990 0.20
Cl -1.9514 0.8456 -3.3170 0.05
W -1.5191 0.0552 -1.3010 0.99
P -1.7487 -2.1791 -1.8939 0.02
C -2.0448 -3.3848 -0.5991 0.01
C -3.2421 -2.2548 -2.9198 0.02
H -0.4728 -2.1657 -3.9119 0.00
H -0.4844 -3.7764 -3.0861 0.00
H 0.5524 -2.4404 -2.4461 0.00
C -0.3898 -2.6903 -2.9520 0.01
H -3.0123 -1.9135 -3.9325 0.00
H -3.5491 -3.3076 -2.9460 0.00
H -1.1239 -3.9580 -0.4362 0.00
H -2.8567 -4.0581 -0.9083 0.00
H -4.0535 -1.6454 -2.5057 0.00
H -2.3280 -2.8603 0.3217 0.00
C 0.0346 -1.0426 -0.3023 0.11
O 1.1950 -1.4184 -0.5804 0.37
Cl -3.6196 0.1204 -0.3834 0.11
N 0.6862 0.9291 -1.9478 -0.01
C 0.6294 1.8108 -0.8513 -0.02
C 1.5095 2.8232 -0.5330 0.00
C 1.2756 3.5043 0.6633 0.00
C 0.1268 3.2149 1.4117 0.00
C -0.7500 2.2239 1.0117 0.00
N -0.4799 1.5361 -0.1397 0.00
H 1.4672 0.2575 -1.8950 0.00
H 0.8246 1.4123 -2.8350 0.00
H 2.3527 2.9774 -1.2064 0.00
H 1.9595 4.2715 1.0101 0.00
H -0.1106 3.7830 2.3094 0.00
H -1.6796 1.9475 1.5151 0.00


[4]
88
Properties=species:S:1:pos:R:3:mulliken_charge:R:1 method="wB97M-V/def2-TZVPD" homo_energy_ev=-6.080 relative_energy_kcal_mol=11.2 orbital_gap_ev=4.3349 total_charge=0 spin_multiplicity=1
C 0.2955 0.2092 -6.9430 -1.00
C 0.7447 1.0547 -5.7855 -0.26
O 1.0100 0.1356 -4.6968 -0.23
C 1.1624 0.7397 -3.4997 0.44
C 1.5742 -0.1169 -2.3835 0.29
C 2.6246 0.4546 -1.4964 -0.48
C 3.8686 0.8356 -2.3438 -0.71
C 4.9798 1.4124 -1.4706 -0.81
C 4.4823 2.5800 -0.6168 -0.85
C 3.2062 2.2427 0.1658 -0.62
C 2.1129 1.6715 -0.7312 0.87
C 1.3800 -1.5477 -2.2922 0.32
O 1.6801 -2.1902 -1.2848 -0.82
O 0.7939 -2.1203 -3.3584 -0.09
C 0.5905 -3.5342 -3.1632 -0.35
C -0.1027 -4.0251 -4.3957 -1.03
O 0.9580 1.9503 -3.3740 -0.69
H 0.1642 0.8463 -7.8209 0.42
H 1.0255 -0.5730 -7.1788 0.27
H -0.6667 -0.2711 -6.7286 0.13
H 1.6709 1.6090 -6.0092 0.33
H -0.0381 1.7651 -5.4903 0.28
H 2.9052 -0.3386 -0.7918 0.98
H 4.1997 -0.0595 -2.8934 0.32
H 3.5520 1.5779 -3.0915 0.29
H 5.3566 0.6102 -0.8245 0.36
H 5.8052 1.7316 -2.1143 0.41
H 5.2719 2.9027 0.0747 0.36
H 4.2583 3.4242 -1.2812 0.34
H 3.4486 1.4825 0.9200 0.33
H 2.8248 3.1268 0.6925 0.41
H 1.7709 2.3948 -1.4811 0.34
H 1.2340 1.3707 -0.1456 -1.53
H 1.5704 -4.0100 -3.0144 0.43
H -0.0237 -3.6988 -2.2683 0.25
H -0.1496 -5.1139 -4.3683 0.42
H -1.1318 -3.6622 -4.4411 0.09
H 0.4163 -3.7081 -5.3049 0.26
C -3.5076 -1.3446 5.3381 -0.97
N -2.6531 -0.6256 4.4270 0.28
C -1.9539 0.4791 4.8238 0.18
O -1.9741 0.9636 5.9515 -0.71
C -1.2134 1.0159 3.6024 0.22
C 0.3073 1.0843 3.7856 -0.45
C 0.7453 1.9607 4.9377 0.44
C 1.5996 1.4489 5.9218 -0.38
C 1.9746 2.2473 7.0049 -0.61
C 1.5270 3.5739 7.0744 -0.39
C 0.6903 4.0918 6.0787 -0.73
C 0.3112 3.2882 4.9996 -0.19
N -1.6224 0.0791 2.5470 0.53
C -1.1657 0.2001 1.2866 0.19
C -1.5481 -0.6160 0.2251 -0.28
C -1.1398 -0.4314 -1.0942 -0.67
C -1.7920 -1.0710 -2.2146 0.45
C -1.7866 -0.4770 -3.5031 0.03
C -2.5812 -0.9648 -4.5322 -0.65
C -3.4171 -2.0658 -4.3091 -0.67
C -3.3749 -2.7202 -3.0749 -0.94
C -2.5537 -2.2556 -2.0502 -0.17
C -2.5841 -0.9376 3.0051 0.07
C -2.0362 -2.3657 2.8282 -1.39
C -3.9703 -0.7547 2.3653 -1.54
H -3.3633 -0.9577 6.3505 0.37
H -4.5639 -1.2317 5.0580 0.31
H -3.2682 -2.4147 5.3239 0.30
H -1.5984 2.0344 3.3839 0.23
H 0.6825 0.0588 3.9285 0.35
H 0.7295 1.4669 2.8407 0.17
H 1.9409 0.4135 5.8392 0.34
H 2.6029 1.8262 7.7956 0.37
H 1.8312 4.2027 7.9139 0.37
H 0.3184 5.1178 6.1434 0.36
H -0.3298 3.6819 4.2065 0.35
H -0.4756 1.0311 1.0990 0.53
H -2.2563 -1.4219 0.4287 -0.14
H -0.4064 0.3550 -1.2989 0.63
H -1.2066 0.4339 -3.6471 0.38
H -2.5520 -0.4716 -5.5041 0.45
H -4.0866 -2.4080 -5.0996 0.37
H -3.9897 -3.6067 -2.9056 0.34
H -2.4912 -2.7971 -1.1009 0.45
H -1.0830 -2.4607 3.3695 0.33
H -2.7670 -3.0780 3.2296 0.49
H -1.8523 -2.6130 1.7815 0.37
H -4.4243 0.1643 2.7650 0.40
H -3.9003 -0.6713 1.2776 0.30
H -4.5971 -1.6157 2.6278 0.45